Record 1
ORCA calculation (wB97M-V/def2-TZVPD) on a molecular structure, C2H6IO2Zn.

Structure (XYZ):
```
12
Properties=species:S:1:pos:R:3:forces:R:3
Zn 2.6495 5.1601 -0.8587 -0.9 -0.8 -0.4
I 0.7071 3.2993 -1.7360 0.9 0.9 0.4
C 0.2311 -0.2674 0.0700 -0.8 -1.0 0.1
C -1.1802 -0.9025 -0.0410 0.9 2.4 0.6
O -1.5539 -1.4455 1.2117 -0.4 -0.5 -0.2
O 1.2331 -1.2597 -0.1616 0.2 0.5 0.0
H 0.2742 0.1773 1.0643 0.2 -0.4 0.4
H 0.3389 0.6284 -0.5415 0.3 -0.6 -0.8
H -1.3583 -1.5023 -0.9336 0.2 -0.4 0.2
H -1.7540 0.0192 -0.1373 -0.8 -0.2 -0.1
H -1.0932 -2.2695 1.3860 0.1 -0.1 -0.2
H 1.5058 -1.6373 0.6779 0.0 0.1 0.0
```
Forces are in eV/Å.

Calculated values
**HOMO energy (alpha / beta)**: -8.700 / -9.276 eV
**Spin multiplicity**: 2
**HOMO-LUMO gap (alpha / beta)**: 8.67 / 6.53 eV
**LUMO level (alpha / beta)**: -0.001 / -0.101 hartree

Record 2
ORCA calculation (wB97M-V/def2-TZVPD) on 2 unconnected molecules or ions with the total composition C25H24Br2N3.

Structure (XYZ):
```
54
Properties=species:S:1:pos:R:3:forces:R:3
Br 6.3517 -0.5297 4.1121 -0.3 0.1 -0.2
C 4.9123 -0.1519 2.9597 -0.4 0.2 -0.3
C 3.9117 0.7496 3.3597 -0.1 -0.2 -0.2
C 2.8338 1.0006 2.5196 0.1 -0.1 -0.3
C 2.7210 0.3827 1.2460 0.5 -0.3 0.5
C 1.6246 0.7093 0.3773 0.7 0.4 -0.8
C 1.5606 0.2740 -0.9486 0.1 0.2 0.3
C 0.6111 0.6839 -1.8764 0.3 0.0 -0.1
C 0.5356 0.1747 -3.2139 0.0 -0.2 -0.5
C -0.4946 0.6217 -4.0799 0.2 0.0 0.0
C -0.6026 0.1597 -5.3840 0.2 -0.1 0.2
C 0.3290 -0.7743 -5.8667 0.0 0.3 0.4
Br 0.2032 -1.3956 -7.6404 0.0 0.1 0.4
C 1.3636 -1.2344 -5.0379 -0.1 0.2 0.4
C 1.4585 -0.7764 -3.7268 -0.3 0.1 -0.4
C 3.7528 -0.5245 0.8700 0.1 0.3 0.3
C 4.8393 -0.7739 1.7037 -0.4 0.1 -0.1
H 3.9818 1.2366 4.3272 0.0 -0.1 -0.2
H 2.0653 1.7120 2.8180 0.1 -0.2 0.1
H 0.9001 1.4473 0.7365 0.2 -0.4 -0.2
H 2.3513 -0.3886 -1.3019 -0.5 0.1 0.2
H -0.0826 1.4897 -1.6150 0.1 -0.4 0.0
H -1.2056 1.3523 -3.6986 0.1 -0.1 -0.1
H -1.3973 0.5164 -6.0308 0.1 -0.1 0.1
H 2.0898 -1.9444 -5.4204 -0.1 0.1 0.1
H 2.2637 -1.1441 -3.0970 -0.1 0.0 -0.2
H 3.7166 -1.0211 -0.0961 0.1 0.0 0.3
H 5.6226 -1.4558 1.3859 -0.1 0.1 0.1
C -2.0944 -3.7035 -1.3138 0.0 0.2 0.1
C -2.4146 -2.4684 -1.8935 0.1 0.1 0.2
C -2.1721 -1.2862 -1.1857 0.3 -0.4 0.1
C -1.5852 -1.3430 0.0800 0.2 0.1 0.0
C -1.2884 -0.0677 0.8445 -0.5 -0.2 0.2
N -2.4213 0.2498 1.6574 -0.4 0.4 0.3
C -2.5078 1.3262 2.3524 -0.3 -0.7 -0.1
N -3.6263 1.5961 3.0938 0.1 -0.5 -0.3
C -3.5407 2.8147 3.8452 -0.5 0.1 0.4
C -2.1563 3.3535 3.4883 0.5 0.5 0.0
N -1.6439 2.3766 2.5534 0.7 -0.4 -0.8
C -1.2826 -2.5714 0.6696 -0.1 0.0 -0.4
C -1.5466 -3.7564 -0.0248 0.0 0.3 0.0
H -2.2816 -4.6261 -1.8627 0.0 0.2 0.1
H -2.8504 -2.4086 -2.8932 0.1 -0.2 0.3
H -2.4160 -0.3066 -1.6073 0.0 -0.3 0.0
H -0.4012 -0.2569 1.4710 0.2 0.1 -0.1
H -1.0468 0.7235 0.1197 -0.1 0.1 0.1
H -4.4177 0.9687 3.0542 0.3 0.3 0.1
H -4.3253 3.5144 3.5427 0.1 0.0 0.2
H -3.6108 2.6254 4.9218 -0.1 0.1 -0.1
H -2.2254 4.3412 3.0264 0.1 0.0 0.1
H -1.5088 3.4232 4.3655 -0.1 0.1 0.0
H -0.6952 2.3699 2.1924 -0.6 0.0 0.3
H -0.8450 -2.5726 1.6725 -0.2 -0.1 -0.3
H -1.3133 -4.7118 0.4486 -0.1 0.2 -0.2
```
Forces are in eV/Å.

Calculated values
**HOMO energy**: -10.543 eV
**Energy relative to the best compared isomer or geometry (same formula, charge and spin)**: 1.95 kcal per mole
**Spin multiplicity**: 1
**HOMO-LUMO gap**: 4.84 eV
**Charge**: +1
**LUMO level**: -0.210 hartree

Per-record E, eV: -62783.462; -170862.203
Per-record strongest force on any atom, eV/A: 2.63; 1.16